Formula: C41H53Cl2N3OPPb
Source: OMol25
Level of theory: ωB97M-V/def2-TZVPD

As for the LUMO energy (alpha / beta): -3.5 / -3.2 eV. The total energy comes out at -89466.6450 eV. The total charge is +1. The value obtained for the frontier orbital gap (alpha / beta) is 6.0 / 6.0 eV. The calculation puts the HOMO energy (alpha / beta) at -9.505 / -9.200 eV. The energy above the lowest of the compared OMol25 structures with the same formula, charge and spin is 0.0 kJ/mol.

XYZ file:
```
102
C41H53Cl2N3OPPb | OMol25 | ωB97M-V/def2-TZVPD
Pb -0.240 0.672 -0.035
C 4.237 -0.556 0.929
C 4.010 -1.468 -0.127
C 3.745 -0.719 -1.308
C 3.538 0.618 -0.832
C 3.972 0.738 0.500
C 4.187 2.048 1.287
C 3.638 3.166 0.452
C 3.540 1.891 2.666
C 5.714 2.258 1.427
C 3.817 -1.057 -2.810
C 2.475 -1.592 -3.338
C 5.046 -1.951 -3.092
C 4.069 0.251 -3.580
C 3.857 -2.952 0.189
C 3.168 -3.798 -0.883
C 2.986 -3.099 1.453
C 5.238 -3.522 0.564
H 4.576 -0.808 1.928
H 3.315 1.424 -1.509
H 2.579 2.995 0.226
H 4.202 3.199 -0.501
H 3.704 4.150 0.913
H 2.509 1.493 2.642
H 3.502 2.856 3.177
H 4.113 1.204 3.270
H 6.229 2.323 0.462
H 6.191 1.497 2.034
H 5.873 3.218 1.957
H 2.155 -2.539 -2.897
H 2.570 -1.704 -4.394
H 1.710 -0.828 -3.175
H 5.080 -2.861 -2.486
H 5.979 -1.414 -2.885
H 5.074 -2.286 -4.131
H 3.228 0.949 -3.549
H 4.259 0.065 -4.630
H 4.938 0.741 -3.213
H 2.138 -3.454 -1.044
H 3.071 -4.818 -0.520
H 3.715 -3.778 -1.801
H 2.016 -2.597 1.337
H 3.436 -2.700 2.381
H 2.808 -4.135 1.704
H 5.947 -3.360 -0.248
H 5.191 -4.622 0.669
H 5.724 -3.128 1.460
O -2.241 -0.697 2.591
N -1.083 0.011 2.187
C -1.154 1.315 2.493
C -2.374 2.132 2.655
C -2.661 2.805 3.879
C -3.939 3.191 4.173
C -4.885 3.244 3.182
C -4.604 2.747 1.898
C -3.348 2.193 1.614
P -3.090 1.528 -0.089
C -3.837 2.834 -1.109
C -3.352 4.118 -0.841
C -3.997 5.213 -1.398
C -5.112 5.082 -2.243
C -5.586 3.783 -2.496
C -4.977 2.650 -1.916
C -4.238 0.118 -0.164
C -4.837 -0.418 0.993
C -5.754 -1.454 0.860
C -6.230 -1.899 -0.359
C -5.669 -1.384 -1.511
C -4.618 -0.416 -1.411
H -2.052 -1.599 2.256
H -0.172 1.724 2.758
H -1.895 2.881 4.603
H -4.177 3.515 5.202
H -5.832 3.690 3.433
H -5.377 2.787 1.120
H -2.471 4.263 -0.202
H -3.659 6.227 -1.152
H -5.665 5.958 -2.618
H -6.380 3.593 -3.208
H -5.539 1.701 -1.841
H -4.633 -0.056 2.019
H -6.083 -1.942 1.761
H -7.072 -2.591 -0.380
H -5.973 -1.733 -2.488
H -4.193 0.038 -2.329
Cl 0.233 3.725 -1.918
C -0.717 3.274 -3.408
Cl -0.722 1.485 -3.589
H -0.230 3.727 -4.307
H -1.744 3.626 -3.258
C -1.708 -4.776 3.012
C -1.797 -4.317 1.614
N -2.037 -3.080 1.181
C -1.925 -3.140 -0.199
C -1.648 -4.433 -0.577
N -1.604 -5.184 0.595
H -0.652 -4.684 3.365
H -2.010 -5.821 3.013
H -2.369 -4.170 3.639
H -2.157 -2.303 -0.845
H -1.447 -4.862 -1.539
H -1.535 -6.227 0.660
```


Formula: C18H55NO16
Source: OMol25
Level of theory: ωB97M-V/def2-TZVPD

As for the LUMO energy: 0.4 eV. The total energy comes out at -53800.7609 eV. The SMILES is COCCNCCOC.OCCO.OCCO.OCCO.OCCO.OCCO.OCCO.O.O. The value obtained for the frontier orbital gap is 8.9 eV. The calculation puts the HOMO energy at -8.470 eV. The energy above the lowest of the compared OMol25 structures with the same formula, charge and spin is 0.0 kJ/mol.

XYZ file:
```
90
C18H55NO16 | OMol25 | ωB97M-V/def2-TZVPD
C 0.623 3.938 -4.527
O -0.292 3.132 -3.811
C 0.092 2.871 -2.489
C -1.252 2.234 -1.878
N -1.552 0.847 -2.358
C -2.562 0.804 -3.356
C -3.757 0.078 -2.776
O -4.327 0.852 -1.709
C -5.591 0.526 -1.263
H 1.008 4.746 -3.906
H 0.113 4.421 -5.361
H 1.372 3.245 -4.910
H 0.362 3.754 -1.910
H 0.992 2.260 -2.564
H -2.081 2.940 -1.821
H -1.044 2.190 -0.809
H -1.765 0.117 -1.693
H -2.164 0.292 -4.233
H -2.862 1.790 -3.713
H -3.565 -0.951 -2.471
H -4.468 -0.015 -3.597
H -5.854 1.112 -0.382
H -5.678 -0.495 -0.891
H -6.362 0.709 -2.012
O 3.391 4.381 1.471
C 2.077 4.040 1.968
C 1.021 5.060 1.458
O -0.275 4.679 1.729
H 3.971 3.642 1.668
H 1.912 3.108 1.428
H 2.000 3.735 3.011
H 1.154 5.182 0.383
H 1.286 6.054 1.819
H -0.888 5.081 1.110
O 8.143 -1.220 -0.998
C 6.701 -1.201 -1.043
C 6.126 -0.739 0.242
O 6.932 -0.966 1.248
H 8.479 -2.118 -1.056
H 6.334 -0.638 -1.901
H 6.353 -2.231 -1.121
H 5.096 -1.055 0.408
H 6.060 0.346 0.151
H 7.760 -0.569 0.966
O -0.827 -1.416 0.273
C 0.409 -1.456 0.959
C 1.315 -0.288 1.046
O 1.041 0.732 2.010
H -1.379 -0.661 0.490
H 0.190 -1.846 1.953
H 0.950 -2.175 0.343
H 1.219 0.215 0.084
H 2.312 -0.729 1.039
H 0.231 0.644 2.518
O -0.992 -2.214 -2.818
C 0.309 -2.188 -3.492
C 0.883 -3.649 -3.538
O 0.162 -4.393 -4.469
H -0.885 -2.437 -1.890
H 0.257 -1.740 -4.485
H 0.908 -1.452 -2.956
H 1.087 -4.117 -2.575
H 1.905 -3.596 -3.915
H 0.636 -5.219 -4.585
O -2.904 0.330 0.545
C -2.983 1.522 1.281
C -1.900 1.891 2.395
O -1.648 0.796 3.160
H -3.041 0.513 -0.387
H -2.968 2.325 0.543
H -3.963 1.470 1.754
H -2.152 2.796 2.947
H -0.963 2.114 1.884
H -2.336 0.502 3.761
O -3.163 -5.210 2.948
C -2.398 -5.875 4.015
C -1.772 -4.802 5.023
O -0.964 -3.970 4.256
H -3.973 -4.889 3.352
H -2.997 -6.682 4.437
H -1.684 -6.533 3.519
H -1.050 -5.286 5.680
H -2.576 -4.268 5.530
H -1.503 -3.357 3.750
O -2.728 -2.084 2.602
H -3.585 -2.048 2.177
H -2.101 -2.083 1.879
O 4.209 1.851 2.506
H 4.304 0.899 2.522
H 4.087 2.096 3.424
```